{
  "formula": "C17H21NO3S",
  "method": "ωB97M-V/def2-TZVPD",
  "symbols": ["O", "O", "O", "C", "C", "C", "C", "C", "C", "C", "C", "C", "C", "N", "C", "C", "C", "C", "C", "C", "C", "S", "H", "H", "H", "H", "H", "H", "H", "H", "H", "H", "H", "H", "H", "H", "H", "H", "H", "H", "H", "H", "H"],
  "xyz": [[2.75340, -0.81857, 2.25436], [3.62723, -0.33941, -0.00626], [1.41070, 3.48972, 1.35188], [0.16728, 3.83719, -0.67159], [-2.22610, 0.20660, -2.81426], [0.50701, 3.00866, 0.41774], [-1.98652, -0.57621, -1.67264], [-0.59289, 3.34079, -1.70653], [-1.76263, 1.51488, -2.80222], [-0.08174, 1.73527, 0.46267], [-1.32513, -0.11763, -0.55691], [-1.06525, 2.00539, -1.70570], [-0.83561, 1.20429, -0.57351], [1.28149, -1.17863, 0.13951], [2.29262, 2.61985, 2.04916], [-2.18143, -0.93586, 1.62326], [-2.46782, -2.00176, -1.60958], [0.17350, -1.50526, 1.06448], [-1.66428, -2.46889, -0.40955], [-1.22612, -1.24069, 0.44856], [3.34172, -2.88558, 0.62567], [2.84278, -1.21511, 0.83586], [0.56017, 4.85704, -0.68176], [-2.67455, -0.23555, -3.70508], [-0.73978, 3.99097, -2.57616], [-1.88523, 2.14763, -3.66243], [0.12311, 1.15886, 1.35988], [1.14721, -0.27345, -0.25748], [1.82612, 1.89927, 2.70841], [3.02412, 3.16380, 2.65473], [2.88505, 2.03531, 1.30922], [-2.20943, -1.73139, 2.39001], [-1.89167, 0.00299, 2.10559], [-3.20670, -0.83821, 1.25292], [-2.24024, -2.56858, -2.49711], [-3.55363, -2.07154, -1.46763], [0.25986, -0.86450, 1.92253], [0.25902, -2.57486, 1.38454], [-0.73500, -2.97690, -0.81162], [-2.24048, -3.15160, 0.22754], [2.67564, -3.63782, 1.07885], [3.27884, -2.99965, -0.45347], [4.35537, -3.01087, 0.97411]],
  "forces_ev_per_angstrom": [[0.168, -1.319, -1.802], [-0.049, -0.956, 0.091], [-0.867, 0.452, -0.372], [0.191, 0.384, -0.142], [0.675, 1.241, -0.021], [-0.013, -1.414, 0.368], [-0.768, 0.032, -1.043], [0.727, 0.581, 0.347], [-0.723, -1.586, -0.808], [1.805, 1.443, 1.744], [-0.297, -0.724, -1.234], [-0.006, 0.984, 0.074], [-0.159, -0.138, 0.156], [0.795, -1.769, 0.938], [0.825, -1.106, -0.984], [-0.249, -0.427, -0.001], [0.190, 0.657, 0.893], [0.074, -0.124, -0.391], [0.711, -1.059, 0.504], [0.200, -0.452, 0.322], [-0.610, -0.534, -0.471], [-1.514, 2.829, 1.404], [-0.112, -0.342, -0.114], [-0.053, 0.209, 0.308], [-0.202, -0.377, 0.300], [-0.090, 0.192, -0.239], [-0.045, -0.139, -0.164], [0.212, 0.797, -0.438], [-0.524, -0.067, 0.116], [-0.507, 0.499, -0.297], [-0.368, 0.233, 0.380], [0.256, 0.225, -0.315], [-0.107, -0.116, -0.038], [0.092, 0.114, -0.003], [0.148, -0.123, -0.403], [0.137, 0.174, 0.102], [0.138, 0.028, 0.759], [-0.142, 0.854, -0.211], [-0.934, 0.420, 0.689], [0.374, -0.185, -0.143], [0.148, 0.654, 0.095], [0.240, -0.186, -0.097], [0.235, 0.140, 0.144]],
  "nbo_charge": [-0.948, -0.940, -0.510, -0.258, -0.209, 0.341, 0.009, -0.146, -0.160, -0.334, -0.056, -0.108, 0.024, -0.866, -0.259, -0.606, -0.425, -0.214, -0.390, -0.063, -0.886, 2.262, 0.228, 0.214, 0.215, 0.210, 0.215, 0.415, 0.180, 0.201, 0.195, 0.211, 0.216, 0.216, 0.216, 0.212, 0.198, 0.204, 0.212, 0.210, 0.254, 0.259, 0.263],
  "homo_ev": -7.928,
  "homo_lumo_gap_ev": 8.4,
  "energy_ev": -36437.0940,
  "charge": 0,
  "fmax_ev_per_a": 3.502,
  "e_above_lowest_ev": 1.107
}